Entry 1:
ORCA calculation (the ωB97M-V functional and the def2-TZVPD basis) on a 2-piece molecular cluster, C33H48Cl3FN4O4P overall.

```
94
Properties=species:S:1:pos:R:3:forces:R:3:lowdin_charge:R:1
C -1.2678 -6.7718 -0.7145 0.432 1.423 0.749 -0.083
C -0.4498 -5.4701 -1.2120 -0.249 0.640 -1.299 -0.276
C 0.6630 -4.9366 -0.1718 0.802 -0.489 -1.131 -0.107
C -0.7156 -4.8255 -2.4645 1.436 -0.897 2.536 -0.095
C 0.5006 -4.1735 -3.3104 -1.752 0.492 0.418 -0.194
C -0.0178 -2.9771 -4.2828 -0.190 -1.510 0.098 -0.178
C 1.1188 -2.0175 -4.8384 1.272 -0.153 -0.412 -0.319
C 2.6381 -2.4750 -4.4518 -1.284 -0.829 -1.124 -0.084
C 1.0143 -0.4548 -4.5377 0.093 0.378 -1.185 -0.169
C -0.0056 0.0590 -3.4499 -0.338 0.767 -0.782 -0.180
C 0.3352 -0.0806 -1.9055 -0.718 -0.170 0.993 -0.550
Cl -0.5177 -1.5810 -1.1692 -0.444 1.088 -0.692 0.683
C -0.4321 1.1512 -1.1538 1.021 0.525 -3.569 -0.290
C -1.9976 1.1307 -1.4660 -0.986 0.479 -0.378 -0.108
C -3.0321 1.1494 -0.2588 -2.067 -1.100 -1.054 -0.316
O -4.0685 2.1480 -0.4990 1.743 -0.011 0.143 -0.074
C -3.8315 -0.2834 -0.2113 -0.158 -0.855 0.986 -0.214
N -5.2120 -0.1702 -0.7918 1.475 -0.227 0.130 -0.013
N -0.0215 1.3745 0.2565 -2.341 -1.723 0.486 -0.150
P -0.4362 3.0614 0.8918 1.318 4.786 1.414 1.056
O -1.3735 2.9570 2.3147 0.291 -1.425 -2.643 -0.239
O -1.1928 3.9766 -0.3323 -0.674 -1.771 2.005 -0.245
C 1.4144 1.0738 0.6229 2.208 -1.448 2.087 -0.212
C 1.8671 1.8178 1.9609 0.525 1.475 4.136 -0.183
C 2.8757 2.9301 2.1772 -1.539 -1.770 1.489 -0.028
C 3.1602 3.4309 3.5747 0.270 0.142 -0.736 -0.100
N 2.6109 3.0706 4.8271 -1.380 -2.483 -5.639 0.065
C 1.6846 2.0298 4.5777 -0.749 -0.672 0.233 -0.101
C 1.2676 1.3469 3.2994 2.103 2.247 -1.003 -0.019
C 2.4618 0.9814 -0.5631 0.267 -1.272 -0.602 -0.336
C 2.6868 2.2015 -1.5408 -0.524 0.891 -0.926 -0.096
C 2.2293 3.6539 -1.1224 0.152 2.256 -2.364 -0.219
N 2.1852 4.5452 -2.1045 -0.175 -2.105 2.803 0.089
C 3.8941 0.5020 0.0392 0.428 0.739 1.147 -0.124
C 4.9541 0.0611 -1.0534 0.530 -2.816 -1.689 -0.669
O 5.0412 -1.0093 -1.6523 -0.774 3.688 2.281 0.006
Cl 6.2884 1.2873 -1.4536 -1.254 -0.573 0.624 0.601
C 1.9005 -0.2295 -1.5136 1.009 0.241 0.017 -0.473
Cl 2.2035 -1.8974 -0.7456 0.614 1.513 -0.333 0.664
H -0.6904 -7.2363 0.1677 -0.949 0.759 -1.344 0.074
H -1.3560 -7.5734 -1.5114 -0.124 1.291 0.876 0.078
H -2.2672 -6.3930 -0.3116 1.056 -0.972 -0.618 0.079
H 0.8817 -5.6878 0.6609 -0.525 1.078 -1.140 0.076
H 1.6736 -4.7605 -0.7007 -1.489 -0.305 0.807 0.058
H 0.3691 -3.9216 0.2647 0.151 -1.517 -0.527 0.034
H -1.8034 -4.7717 -2.7846 1.615 -0.818 -0.380 0.107
H 1.2559 -3.8336 -2.5372 -0.752 -0.408 -1.302 0.046
H 0.9083 -4.9852 -3.9989 -0.292 0.960 1.209 0.119
H -0.8916 -2.4962 -3.7442 1.206 -0.148 -0.734 0.064
H -0.4833 -3.5380 -5.1782 0.606 1.021 1.329 0.124
H 1.1116 -2.1372 -5.9868 -0.094 0.374 1.790 0.137
H 2.8181 -2.5241 -3.3339 -0.005 0.233 -1.466 0.037
H 2.7520 -3.5237 -4.9155 0.138 1.494 0.971 0.094
H 3.3392 -1.7897 -5.0264 -0.692 -0.805 1.038 0.087
H 0.6783 0.0445 -5.5264 0.339 -0.647 1.646 0.132
H 2.0933 -0.0605 -4.4163 -1.764 -0.429 0.153 0.109
H -1.0380 -0.3827 -3.7092 1.665 0.504 0.742 0.120
H -0.1503 1.1895 -3.6535 0.373 -1.599 0.392 0.136
H -0.0272 2.0793 -1.7164 -0.558 -1.316 1.009 0.140
H -2.3395 0.2445 -2.1183 1.182 1.192 1.137 0.110
H -2.2500 2.0492 -2.1184 0.686 -1.214 1.223 0.140
H -2.6426 1.3162 0.7875 -0.260 0.168 -1.227 0.104
H -4.2912 2.1732 -1.4534 0.142 -0.262 0.901 0.101
H -3.9606 -0.6221 0.8841 0.227 0.674 -1.597 0.125
H -3.2393 -1.1231 -0.7170 -0.488 1.295 0.667 0.077
H -5.8031 -0.9246 -0.4225 0.432 0.419 -0.585 0.080
H -5.1128 -0.2222 -1.8134 -0.561 -0.328 0.643 0.073
H -0.6053 0.7500 0.8617 0.586 0.008 -0.719 0.145
H -1.5832 2.0298 2.5628 -0.213 0.757 0.191 0.058
H -1.9563 4.4809 0.0429 0.285 -0.560 -0.497 0.094
H 1.3695 -0.0160 1.0231 0.029 1.581 -0.952 0.152
H 3.4323 3.3444 1.2791 -0.667 -0.397 1.612 0.096
H 3.9653 4.2497 3.6397 -1.385 -1.353 -0.144 0.122
H 1.1565 1.6428 5.5364 1.030 0.678 -1.866 0.108
H 0.5138 0.4913 3.3237 1.165 1.263 0.182 0.112
H 3.7755 2.3263 -1.9054 -1.570 -0.481 0.885 0.117
H 2.1130 1.9834 -2.5218 0.829 0.475 1.467 0.129
H 1.9917 4.0629 -0.0944 0.375 -1.291 -0.875 0.077
H 1.9098 5.4525 -1.6885 0.188 -0.472 -0.377 0.056
H 3.7708 -0.3293 0.8274 0.164 1.002 -1.568 0.132
H 4.3982 1.3586 0.6231 -0.963 -1.154 -1.093 0.113
H 2.6242 -0.2192 -2.3992 -1.501 -0.190 0.968 0.100
F -0.5315 0.8844 6.7722 0.187 -0.123 0.024 0.038
C -1.7966 1.3251 6.6471 -0.873 0.334 -0.067 -0.295
C -2.7683 0.4704 6.1512 0.150 -0.183 -0.111 -0.029
C -4.0774 0.9244 6.0262 0.130 0.297 0.067 -0.084
C -4.3965 2.2306 6.3886 -0.056 -0.012 -0.031 -0.090
C -3.4107 3.0810 6.8808 -0.023 -0.285 -0.113 -0.074
C -2.1039 2.6245 7.0164 0.217 0.089 0.039 -0.014
H -2.4991 -0.5405 5.8669 0.008 0.023 0.089 0.114
H -4.8476 0.2619 5.6468 0.094 0.035 0.047 0.106
H -5.4168 2.5853 6.2869 0.111 -0.039 0.026 0.106
H -3.6600 4.0990 7.1589 0.057 -0.108 0.004 0.110
H -1.3255 3.2699 7.4061 -0.015 -0.059 -0.015 0.120
```
Positions in Å, forces in eV/Å.

The net charge is +1. Its energy above the lowest of the compared OMol25 structures with the same formula, charge and spin is 205.34 kcal/mol. The calculation puts the HOMO energy at -10.02 eV. The value obtained for the HOMO-LUMO gap is 6.77 eV.

Entry 2:
ORCA calculation (the ωB97M-V functional and the def2-TZVPD basis) on one molecule with the formula C22H27ClFN3O.

```
55
Properties=species:S:1:pos:R:3:forces:R:3:lowdin_charge:R:1
C 4.8881 4.4034 0.6685 0.022 -0.049 -0.059 -0.054
C 3.5924 3.7670 0.2652 -0.062 0.028 0.014 -0.275
C 2.8916 4.2179 -0.8458 0.014 -0.023 0.029 -0.048
C 1.7058 3.6143 -1.2165 0.021 0.018 -0.009 -0.042
C 1.1807 2.5437 -0.5026 0.037 -0.016 0.017 -0.222
C -0.1177 1.9289 -0.9410 0.058 -0.014 0.065 -0.048
C 1.8831 2.0811 0.6110 -0.012 0.088 -0.074 -0.169
C 1.3853 0.9357 1.4570 -0.008 -0.064 0.030 -0.142
N 2.4844 0.0870 1.8914 0.009 0.133 0.110 -0.174
C 2.1295 -0.8441 2.9426 -0.226 -0.131 0.103 -0.180
C 1.2495 -2.0058 2.4629 0.354 0.053 0.057 -0.134
C 1.9427 -2.7539 1.3227 -0.421 -0.023 -0.188 -0.301
C 1.0617 -3.8929 0.7823 0.329 -0.081 0.228 -0.142
N -0.2048 -3.4186 0.2715 0.187 0.178 -0.331 0.076
C -1.3341 -3.5058 1.0173 -0.247 0.247 -0.242 -0.559
O -1.4607 -4.2081 1.9953 0.032 -0.217 0.411 0.067
N -2.4059 -2.7234 0.5928 -0.396 -0.260 0.472 0.133
C -2.4918 -1.8053 -0.4459 0.109 0.428 -0.458 -0.248
C -1.9769 -2.0686 -1.7178 -0.150 0.038 0.160 -0.028
C -2.0759 -1.1209 -2.7192 -0.089 0.317 0.038 0.004
C -2.7022 0.0863 -2.4706 -0.021 -0.017 0.033 -0.322
F -2.7845 0.9989 -3.4539 -0.014 -0.072 0.158 0.055
C -3.2549 0.3532 -1.2223 0.060 -0.123 -0.268 -0.610
Cl -4.0571 1.8508 -0.9256 0.032 -0.006 -0.036 0.725
C -3.1458 -0.5920 -0.2183 0.142 -0.135 -0.106 -0.035
C 2.3370 -1.7659 0.2206 0.245 0.011 0.324 -0.136
C 3.1534 -0.6055 0.8084 -0.015 -0.062 -0.301 -0.172
C 3.0701 2.7009 0.9798 -0.051 0.096 -0.096 -0.002
H 4.8780 5.4704 0.4568 0.056 0.075 0.024 0.075
H 5.7122 3.9581 0.1098 0.105 0.029 0.014 0.082
H 5.0793 4.2537 1.7283 0.063 0.032 0.068 0.075
H 3.2737 5.0490 -1.4213 0.044 0.098 -0.059 0.109
H 1.1710 3.9827 -2.0806 -0.070 0.027 -0.086 0.107
H 0.0169 0.8825 -1.2193 -0.075 -0.110 -0.007 0.076
H -0.8585 1.9737 -0.1435 -0.131 -0.056 -0.004 0.081
H -0.5135 2.4572 -1.8047 -0.078 0.016 -0.059 0.079
H 0.9229 1.3504 2.3604 -0.075 -0.098 -0.039 0.139
H 0.6051 0.3796 0.9177 -0.027 0.070 0.057 0.100
H 1.6246 -0.2943 3.7405 0.063 -0.013 0.031 0.119
H 3.0641 -1.2465 3.3476 -0.028 -0.016 0.080 0.122
H 0.2889 -1.6128 2.1219 -0.073 -0.019 0.002 0.109
H 1.0505 -2.6878 3.2904 -0.085 -0.024 0.040 0.124
H 2.8584 -3.2103 1.7153 0.029 -0.022 -0.004 0.147
H 1.5876 -4.4176 -0.0219 0.002 -0.030 0.098 0.123
H 0.8318 -4.6006 1.5813 0.068 -0.001 -0.127 0.124
H -0.1488 -2.6781 -0.4102 -0.100 -0.045 0.079 0.096
H -3.1375 -2.6789 1.2894 0.173 -0.132 -0.064 0.152
H -1.5391 -3.0297 -1.9365 0.035 -0.087 -0.006 0.119
H -1.6815 -1.3121 -3.7045 0.027 0.007 -0.115 0.125
H -3.5715 -0.3843 0.7510 -0.009 0.070 0.122 0.117
H 2.9260 -2.2720 -0.5467 -0.009 -0.014 -0.099 0.119
H 1.4460 -1.3548 -0.2605 -0.080 0.016 -0.086 0.098
H 3.3868 0.1210 0.0269 0.105 -0.064 0.033 0.120
H 4.0963 -0.9955 1.2056 0.037 -0.008 -0.074 0.126
H 3.5914 2.3222 1.8464 0.092 -0.041 0.102 0.121
```
Positions in Å, forces in eV/Å.

As for the SMILES: Cc1ccc(C)c(CN2CCC(CNC(=O)Nc3ccc(F)c(Cl)c3)CC2)c1. The net charge is 0. Its energy above the lowest of the compared OMol25 structures with the same formula, charge and spin is 0.00 kcal/mol. The calculation puts the HOMO energy at -8.37 eV. The value obtained for the HOMO-LUMO gap is 8.92 eV.